Arrangement w

DFT (ωB97M-V/def2-TZVPD) results for a single C4H3NO2 molecule.

```
! wB97M-V def2-TZVPD RIJCOSX def2/J DEFGRID3
* xyz 0 1
O -0.784 1.504 -1.824
C -0.462 0.613 -0.957
C -1.059 0.376 0.429
C -0.136 -0.309 1.245
C 0.922 -0.783 0.304
O 1.619 -1.778 0.511
N 0.873 0.125 -0.752
H -1.893 0.959 0.805
H -0.152 -0.620 2.203
H 1.073 -0.086 -1.964
*
```

## Properties
highest occupied orbital energy: -10.567 eV
structure (SMILES): O=C1C=CC(=O)N1

=====

Arrangement x

DFT (ωB97M-V/def2-TZVPD) results for a molecular structure, C4H3NO2.

```
! wB97M-V def2-TZVPD RIJCOSX def2/J DEFGRID3
* xyz 0 1
O -1.742 2.343 -0.137
C -0.810 1.805 0.354
C 0.428 0.637 0.105
N 1.302 -0.041 0.627
C 0.974 -1.263 0.058
C -0.181 -1.357 -0.622
O -0.916 -0.217 -0.683
H -0.174 2.283 1.133
H 1.736 -1.986 0.284
H -0.618 -2.203 -1.120
*
```

## Properties
highest occupied orbital energy: -9.273 eV

=====

Arrangement y

DFT (ωB97M-V/def2-TZVPD) results for a single C4H3NO2 molecule.

```
! wB97M-V def2-TZVPD RIJCOSX def2/J DEFGRID3
* xyz 0 1
O -1.640 2.222 -0.064
C -0.477 1.937 0.094
C 0.039 0.569 -0.119
N 1.231 0.071 0.029
C 1.018 -1.295 0.020
C -0.309 -1.532 -0.119
O -0.941 -0.351 -0.223
H 0.267 2.631 0.503
H 1.811 -2.024 0.118
H -0.931 -2.410 -0.156
*
```

## Properties
highest occupied orbital energy: -9.936 eV
structure (SMILES): O=Cc1ncco1

=====

Most stable structure, least stable structure: arrangement y, arrangement x.

=====

Arrangement w

DFT (ωB97M-V/def2-TZVPD) results for a single C4H3NO2 molecule.

```
! wB97M-V def2-TZVPD RIJCOSX def2/J DEFGRID3
* xyz 0 1
O 1.265 -1.928 0.764
C 1.210 -0.764 1.083
C 0.602 0.253 0.166
C -0.285 -0.295 -0.783
C -1.222 0.652 -0.945
O -0.893 1.756 -0.250
N 0.317 1.499 0.463
H 1.380 -0.435 2.118
H -0.214 -1.305 -1.134
H -2.160 0.567 -1.482
*
```

## Properties
highest occupied orbital energy: -10.456 eV
structure (SMILES): O=Cc1ccon1

=====

Arrangement x

DFT (ωB97M-V/def2-TZVPD) results for a single C4H3NO2 molecule.

```
! wB97M-V def2-TZVPD RIJCOSX def2/J DEFGRID3
* xyz 0 1
O 2.294 -0.603 0.081
C 1.164 -0.159 -0.047
C 0.680 1.278 -0.055
C -0.652 1.297 0.012
C -1.171 -0.143 0.020
O -2.312 -0.582 0.028
N -0.014 -0.923 -0.065
H 1.425 2.062 -0.031
H -1.296 2.139 0.133
H -0.004 -1.906 -0.096
*
```

## Properties
highest occupied orbital energy: -10.537 eV
structure (SMILES): O=C1C=CC(=O)N1

=====

Most stable structure, least stable structure: arrangement x, arrangement w.

=====

Arrangement w

DFT (ωB97M-V/def2-TZVPD) results for 2 unconnected molecules or ions with the total composition C2H2F2S2.

```
! wB97M-V def2-TZVPD RIJCOSX def2/J DEFGRID3
* xyz 0 1
F -2.430 1.890 0.343
C -2.333 0.598 -0.071
S -0.932 -0.043 -0.685
H -3.160 -0.047 0.323
F 2.534 -0.626 -1.257
C 2.151 -0.615 0.018
S 2.494 0.454 1.153
H 1.676 -1.612 0.177
*
```

## Properties
highest occupied orbital energy: -9.723 eV
structure (SMILES): FC=S.FC=S

=====

Arrangement x

DFT (ωB97M-V/def2-TZVPD) results for a single C2H2F2S2 molecule.

```
! wB97M-V def2-TZVPD RIJCOSX def2/J DEFGRID3
* xyz 0 1
F 0.871 1.340 -0.149
C 0.280 0.221 0.432
S 0.861 0.164 2.080
C -0.583 -0.430 -0.309
F -1.401 -1.358 0.354
S -0.930 0.008 -1.974
H 1.562 1.315 2.017
H -0.660 -1.261 -2.451
*
```

## Properties
highest occupied orbital energy: -9.050 eV
structure (SMILES): F/C(S)=C(/F)S

=====

Most stable structure, least stable structure: arrangement x, arrangement w.

=====

Arrangement w

DFT (ωB97M-V/def2-TZVPD) results for a molecular structure, C3H4N2O.

```
! wB97M-V def2-TZVPD RIJCOSX def2/J DEFGRID3
* xyz 0 1
N 0.092 -1.421 -0.638
C -0.882 -1.133 0.096
O -1.050 0.163 0.545
C -0.542 1.197 -0.135
C 1.210 1.560 0.524
N 1.715 2.307 1.259
H 0.115 -2.411 -0.864
H -1.652 -1.781 0.519
H -0.327 0.857 -1.167
H 1.321 0.663 -0.138
*
```

## Properties
highest occupied orbital energy (spin up / spin down): -8.943 / -8.945 eV

=====

Arrangement x

DFT (ωB97M-V/def2-TZVPD) results for a single C3H4N2O molecule.

```
! wB97M-V def2-TZVPD RIJCOSX def2/J DEFGRID3
* xyz 0 1
O -2.147 0.331 -0.569
C -0.844 0.136 -0.290
C -0.308 -0.138 0.993
C 1.029 -0.282 0.756
N 1.219 -0.126 -0.569
N 0.076 0.183 -1.234
H -2.198 0.475 -1.526
H -0.818 -0.220 1.936
H 1.870 -0.529 1.392
H 2.121 0.170 -0.888
*
```

## Properties
highest occupied orbital energy: -8.991 eV
structure (SMILES): Oc1cc[nH]n1

=====

Most stable structure, least stable structure: arrangement x, arrangement w.

=====

Arrangement w

DFT (ωB97M-V/def2-TZVPD) results for 2 unconnected molecules or ions with the total composition C3H4N2O.

```
! wB97M-V def2-TZVPD RIJCOSX def2/J DEFGRID3
* xyz 0 1
O -0.894 1.077 -0.153
C -1.346 -0.104 -0.392
N -0.697 -1.131 -0.012
C 0.734 0.503 0.711
C 1.644 0.377 -0.351
N 2.402 0.294 -1.210
H -2.290 -0.141 -0.916
H -1.061 -2.038 -0.259
H 0.669 1.468 1.164
H 0.838 -0.306 1.420
*
```

## Properties
highest occupied orbital energy: -10.403 eV

=====

Arrangement x

DFT (ωB97M-V/def2-TZVPD) results for a single C3H4N2O molecule.

```
! wB97M-V def2-TZVPD RIJCOSX def2/J DEFGRID3
* xyz 0 1
N -0.778 -1.600 -0.042
C -0.076 -0.423 0.041
C 0.661 0.264 0.958
N 0.874 1.555 0.481
C 0.341 1.564 -0.684
O -0.243 0.396 -1.040
H -1.101 -1.924 -0.939
H -1.073 -2.119 0.766
H 1.103 -0.053 1.889
H 0.292 2.341 -1.431
*
```

## Properties
highest occupied orbital energy: -8.117 eV
structure (SMILES): Nc1cnco1

=====

Arrangement y

DFT (ωB97M-V/def2-TZVPD) results for a single C3H4N2O molecule.

```
! wB97M-V def2-TZVPD RIJCOSX def2/J DEFGRID3
* xyz 0 1
O -1.065 -1.979 -0.308
C -0.566 -0.733 -0.171
C 0.474 -0.183 -0.950
C 0.615 1.090 -0.449
N -0.291 1.223 0.543
N -1.031 0.109 0.733
H -1.824 -2.045 0.288
H 1.018 -0.656 -1.753
H 1.278 1.898 -0.726
H -0.460 2.024 1.127
*
```

## Properties
highest occupied orbital energy: -8.908 eV
structure (SMILES): Oc1cc[nH]n1

=====

Most stable structure, least stable structure: arrangement y, arrangement w.

=====

Arrangement w

DFT (ωB97M-V/def2-TZVPD) results for a molecular structure, C3H4N2O.

```
! wB97M-V def2-TZVPD RIJCOSX def2/J DEFGRID3
* xyz 0 1
N 2.229 -0.019 0.203
C 0.974 -0.022 0.089
O 0.295 0.826 -0.645
C -1.126 0.707 -0.629
C -1.589 -0.463 0.228
N -0.575 -1.001 0.725
H 2.615 -0.742 0.803
H 0.178 -1.495 1.117
H -1.462 0.570 -1.660
H -1.538 1.639 -0.231
*
```

## Properties
highest occupied orbital energy: -8.358 eV

=====

Arrangement x

DFT (ωB97M-V/def2-TZVPD) results for a single C3H4N2O molecule.

```
! wB97M-V def2-TZVPD RIJCOSX def2/J DEFGRID3
* xyz 0 1
N 2.332 0.586 -1.206
C 1.580 -0.038 -0.588
C 0.623 -0.785 0.226
C -0.747 -0.126 0.458
N -1.126 0.963 -0.265
O -1.409 -0.545 1.386
H 1.025 -0.881 1.239
H 0.505 -1.806 -0.155
H -1.935 1.435 0.110
H -0.850 1.197 -1.207
*
```

## Properties
highest occupied orbital energy: -10.543 eV
structure (SMILES): N#CCC(N)=O

=====

Arrangement y

DFT (ωB97M-V/def2-TZVPD) results for a single C3H4N2O molecule.

```
! wB97M-V def2-TZVPD RIJCOSX def2/J DEFGRID3
* xyz 0 1
O 1.815 -0.812 -0.709
C 0.999 0.005 -1.312
C -0.435 -0.291 -1.209
N -1.264 -0.096 -0.246
C -0.790 0.427 0.967
N 0.223 1.191 1.041
H 1.362 -1.492 -0.166
H -0.858 -0.599 -2.175
H -1.422 0.140 1.816
H 0.370 1.527 1.994
*
```

## Properties
highest occupied orbital energy: -8.785 eV

=====

Most stable structure, least stable structure: arrangement x, arrangement w.

=====

Arrangement w

DFT (ωB97M-V/def2-TZVPD) results for a single C3H4N2O molecule.

```
! wB97M-V def2-TZVPD RIJCOSX def2/J DEFGRID3
* xyz 0 1
O 1.310 -0.396 1.446
C 0.375 -0.137 0.518
C -0.968 0.174 0.576
C -1.430 0.459 -0.738
N -0.282 0.348 -1.495
N 0.773 -0.167 -0.777
H 0.897 -0.312 2.318
H -1.570 0.195 1.475
H -0.825 -0.178 -2.239
H 1.720 0.013 -1.083
*
```

## Properties
highest occupied orbital energy: -8.276 eV

=====

Arrangement x

DFT (ωB97M-V/def2-TZVPD) results for a single C3H4N2O molecule.

```
! wB97M-V def2-TZVPD RIJCOSX def2/J DEFGRID3
* xyz 0 1
H 0.055 2.363 0.227
N -0.087 1.388 0.013
C -0.723 0.716 0.861
O -0.799 -0.626 0.742
C -0.009 -1.194 -0.310
C 1.160 -0.426 -0.777
N 2.155 -0.103 -1.271
H -1.249 1.070 1.750
H -0.646 -1.396 -1.178
H 0.381 -2.139 0.075
*
```

## Properties
highest occupied orbital energy: -10.096 eV
structure (SMILES): [H]/N=C/OCC#N

=====

Most stable structure, least stable structure: arrangement x, arrangement w.

=====

Arrangement w

DFT (ωB97M-V/def2-TZVPD) results for a single C3H4N2O molecule.

```
! wB97M-V def2-TZVPD RIJCOSX def2/J DEFGRID3
* xyz 0 1
O -2.008 -0.211 0.030
C -0.801 0.064 -0.078
C 0.046 1.130 0.040
N 1.486 0.764 -0.031
C 1.498 -0.579 0.054
N 0.211 -0.964 -0.049
H -2.600 0.448 0.509
H -0.162 2.148 -0.323
H 2.430 -1.268 0.536
H 0.057 -1.932 -0.503
*
```

## Properties
highest occupied orbital energy: -8.304 eV
structure (SMILES): Oc1cnc[nH]1

=====

Arrangement x

DFT (ωB97M-V/def2-TZVPD) results for a single C3H4N2O molecule.

```
! wB97M-V def2-TZVPD RIJCOSX def2/J DEFGRID3
* xyz 0 1
C -0.580 0.793 -1.060
C -1.790 0.676 -0.571
C 0.851 -0.965 1.475
N 0.481 0.182 -0.470
N -0.009 -0.315 0.738
O 0.782 -1.580 2.537
H -0.387 0.969 -2.232
H -2.766 1.150 -0.641
H 1.907 -0.902 0.958
H 1.512 -0.008 -0.734
*
```

## Properties
highest occupied orbital energy (spin up / spin down): -9.006 / -8.826 eV

=====

Most stable structure, least stable structure: arrangement w, arrangement x.